The following is a DFT calculation (wB97M-V/def2-TZVPD) of C34H26N4S4Ti as an isolated structure.

Element x y z (Å)
Ti 0.07 -0.26 0.14
S -0.63 -2.54 0.59
C 0.08 -3.75 -0.47
C -0.57 -4.96 -0.68
C 0.06 -5.96 -1.41
C 1.33 -5.76 -1.95
C 1.98 -4.56 -1.74
C 1.35 -3.56 -1.00
S 2.08 -1.99 -0.80
C 2.71 -1.95 0.90
C 3.02 -0.48 1.10
C 4.12 -0.06 1.82
C 4.43 1.29 1.83
C 3.70 2.15 1.03
C 2.62 1.66 0.32
C 1.99 2.52 -0.75
S 0.51 1.83 -1.52
C -0.77 2.96 -1.09
C -1.42 3.68 -2.08
C -2.46 4.53 -1.71
C -2.81 4.62 -0.37
C -2.16 3.88 0.61
C -1.13 3.03 0.26
S -0.24 2.03 1.40
N 2.23 0.37 0.41
H -1.55 -5.13 -0.26
H -0.45 -6.90 -1.58
H 1.80 -6.55 -2.52
H 2.96 -4.39 -2.15
H 3.62 -2.53 1.02
H 1.95 -2.34 1.57
H 4.73 -0.79 2.34
H 5.28 1.66 2.40
H 3.96 3.20 0.93
H 2.73 2.61 -1.54
H 1.79 3.53 -0.38
H -1.10 3.60 -3.11
H -2.98 5.11 -2.46
H -3.62 5.28 -0.08
H -2.46 3.97 1.65
C -0.16 -0.57 4.59
C -1.49 -0.32 4.85
C -2.37 -0.15 3.79
C -1.88 -0.23 2.50
N -0.58 -0.48 2.25
C 0.26 -0.64 3.27
C -2.72 -0.07 1.29
C -4.10 -0.05 1.34
C -4.81 -0.06 0.15
C -4.12 -0.12 -1.04
C -2.74 -0.12 -1.03
N -2.05 -0.05 0.12
C -1.92 -0.35 -2.23
C -2.44 -0.26 -3.51
C -1.63 -0.56 -4.59
C -0.32 -0.92 -4.35
C 0.14 -0.95 -3.04
N -0.64 -0.69 -1.98
H 0.56 -0.71 5.39
H -1.86 -0.25 5.87
H -3.41 0.06 3.97
H 1.29 -0.83 3.03
H -4.61 -0.08 2.29
H -5.89 -0.06 0.17
H -4.66 -0.21 -1.98
H -3.46 0.05 -3.66
H -2.02 -0.50 -5.60
H 0.36 -1.16 -5.15
H 1.17 -1.16 -2.84

E_LUMO = -6.69 eV
Charge = +2
HOMO = -12.91 eV

Results of the natural (NBO) charge analysis, in e, for atoms 1 through 4: Ti 1.312; S -0.107; C -0.074; C -0.226

The following is a DFT calculation (wB97M-V/def2-TZVPD) of C34H27BClF4N7O3S6Ti as an isolated structure.

Element x y z (Å)
Ti -1.08 -0.37 0.66
S -4.85 -0.53 3.27
C -3.56 -1.04 4.30
C -2.38 -1.14 3.62
C -2.47 -0.81 2.22
C -3.75 -0.44 1.92
C -4.10 0.05 0.60
C -5.37 0.32 0.14
C -5.59 0.74 -1.17
C -4.45 0.83 -2.01
C -3.21 0.56 -1.51
N -2.96 0.20 -0.21
H -3.74 -1.26 5.34
H -1.46 -1.47 4.09
H -6.20 0.20 0.83
H -6.59 0.95 -1.54
H -4.53 1.13 -3.05
H -2.33 0.64 -2.15
Cl -2.65 4.63 2.90
C -1.43 3.39 2.85
C -0.27 3.52 3.58
C 0.66 2.49 3.48
C 0.39 1.42 2.65
N -0.72 1.33 1.93
C -1.64 2.28 2.04
H -0.11 4.38 4.20
H 1.58 2.51 4.05
H 1.09 0.59 2.54
H -2.57 2.15 1.50
F -0.62 2.13 -2.82
B 0.24 1.13 -2.38
F 1.55 1.55 -2.38
F 0.07 -0.03 -3.14
F -0.11 0.79 -0.99
O 0.40 -1.33 1.44
S 0.90 -2.79 1.73
O 1.54 -3.27 0.51
O 1.85 -2.60 2.84
S -0.62 -3.93 2.26
S 3.24 -0.31 -0.51
C 4.13 -0.36 0.87
N 3.76 -0.76 2.09
C 4.80 -0.90 3.09
C 5.91 0.07 2.71
S 5.82 0.20 0.91
H 2.92 -1.37 2.21
H 5.16 -1.93 3.11
H 4.39 -0.67 4.08
H 6.89 -0.30 3.01
H 5.75 1.05 3.16
S -2.06 5.86 -1.31
C -2.39 4.20 -0.89
N -1.40 3.52 -0.43
C -0.25 4.29 -0.42
C 1.01 3.81 -0.04
C 2.07 4.69 -0.06
C 1.90 6.02 -0.45
C 0.67 6.50 -0.85
C -0.41 5.61 -0.84
H -3.38 3.79 -1.00
H 1.13 2.77 0.22
H 3.06 4.33 0.21
H 2.75 6.69 -0.46
H 0.54 7.52 -1.18
N 4.26 -6.49 -6.06
C 3.48 -5.95 -5.41
C 2.49 -5.28 -4.60
C 1.15 -5.32 -4.98
C 0.20 -4.71 -4.20
C 0.58 -4.07 -3.02
C 1.92 -4.02 -2.63
C 2.87 -4.63 -3.43
N -0.38 -3.45 -2.21
C -1.69 -3.84 -1.95
C -2.16 -2.96 -1.03
N -1.19 -2.03 -0.75
C -0.14 -2.35 -1.46
H 0.87 -5.82 -5.90
H -0.84 -4.71 -4.49
H 2.19 -3.55 -1.70
H 3.91 -4.60 -3.13
H -2.11 -4.73 -2.38
H -3.11 -2.93 -0.53
H 0.79 -1.82 -1.47

E_LUMO (alpha / beta) = 3.68 / 3.67 eV
Charge = -2
HOMO (alpha / beta) = 0.17 / -2.53 eV
Multiplicity = 3

Results of the Mulliken charge analysis, in e, for atoms 1 through 4: Ti 0.074; S -0.400; C -0.665; C -0.794

| no. | F_max (eV Å⁻¹) |
| --- | --- |
| 1 | 0.667 |
| 2 | 1.281 |